The following is a quantum chemistry calculation of C11H17B2HgN7 as an isolated structure at a distorted geometry, from the OMol25 dataset.

Geometry as XYZ:
```
38
Properties=species:S:1:pos:R:3:nbo_charge:R:1
H 1.35 2.33 0.28 0.203
N 0.85 1.06 -1.36 -0.376
B 0.23 0.15 -3.66 0.575
N 0.58 1.31 -2.67 -0.328
C 0.71 2.64 -2.93 -0.013
Hg 0.94 -1.11 0.09 1.202
H 0.57 3.02 -3.93 0.222
C 1.03 3.27 -1.74 -0.361
H 1.21 4.32 -1.59 0.225
C 1.11 2.25 -0.77 -0.060
H 0.38 0.54 -4.79 -0.046
C -0.59 -0.33 1.59 -1.000
H -0.15 0.57 2.01 0.210
H -0.69 -1.11 2.35 0.208
H -1.56 -0.10 1.12 0.226
N -1.29 -0.17 -3.45 -0.356
N 1.23 -1.03 -3.34 -0.306
N -1.77 -0.21 -2.16 -0.309
N 1.47 -1.58 -2.09 -0.406
C -2.30 -0.35 -4.32 -0.022
C 2.08 -1.61 -4.23 0.018
H -2.13 -0.27 -5.39 0.214
H 2.06 -1.29 -5.27 0.236
C -3.47 -0.59 -3.59 -0.370
C 2.87 -2.54 -3.56 -0.356
C -3.06 -0.54 -2.23 -0.058
C 2.45 -2.50 -2.22 -0.037
H -4.45 -0.77 -3.96 0.220
H 3.65 -3.16 -3.97 0.235
H -3.65 -0.73 -1.34 0.198
H 2.81 -3.05 -1.36 0.212
H -2.07 0.68 3.43 0.469
B 0.32 0.02 6.07 -0.635
C -0.80 0.42 5.13 0.617
N -1.66 0.72 4.37 -0.634
H 1.28 -0.16 5.33 0.061
H -0.02 -1.03 6.62 0.058
H 0.47 0.95 6.84 0.064
```

## Properties
Orbital gap = 7.32 eV
Molecular weight = 469.520 g mol⁻¹
Energy above the lowest of the compared OMol25 structures with the same formula, charge and spin = 0.0 kJ/mol
Energy = -1015.7131 a.u.

The following is a quantum chemistry calculation of a 8-piece molecular cluster, C11H17Cl21 overall at a distorted geometry, from the OMol25 dataset.

Geometry as XYZ:
```
49
Properties=species:S:1:pos:R:3:lowdin_spin:R:1
Cl 5.29 -1.54 -0.96 0.002
C 3.87 -2.06 -1.81 0.001
C 3.67 -1.40 -3.20 0.003
Cl 3.24 0.24 -2.89 0.013
H 3.04 -1.97 -1.11 0.000
H 3.93 -3.13 -2.02 0.000
H 2.80 -1.86 -3.67 0.001
H 4.59 -1.43 -3.78 0.000
Cl 2.54 1.68 0.84 0.004
C 3.89 2.78 0.32 0.001
C 5.07 2.18 -0.43 0.001
Cl 6.34 3.33 -0.75 0.003
H 4.21 3.28 1.24 0.001
H 3.43 3.50 -0.35 0.000
H 4.65 1.79 -1.36 0.001
H 5.56 1.33 0.04 0.000
Cl -4.78 2.12 0.95 0.009
C -3.87 3.59 1.06 0.001
C -2.39 3.26 1.01 0.003
Cl -1.88 2.74 -0.63 0.027
H -4.16 4.01 2.02 0.000
H -4.13 4.34 0.31 0.000
H -2.12 2.57 1.80 0.000
H -1.75 4.13 1.21 0.002
C -0.36 -0.25 0.61 0.002
Cl 0.72 -1.61 0.34 0.002
Cl -0.54 0.12 2.28 0.002
Cl -1.91 -0.66 -0.17 0.037
H 0.06 0.62 0.10 0.001
C -4.04 -0.27 3.16 0.000
Cl -4.75 -1.12 1.82 0.002
Cl -3.16 -1.37 4.22 0.001
Cl -5.27 0.55 4.10 0.001
H -3.31 0.40 2.71 0.000
C 2.05 -2.98 3.32 0.000
Cl 3.46 -2.05 2.80 0.000
Cl 1.61 -2.36 4.91 0.000
Cl 2.50 -4.72 3.48 0.000
H 1.19 -2.89 2.67 0.000
C -0.94 -2.73 -3.03 -0.002
Cl -1.10 -1.96 -4.56 0.030
Cl 0.61 -3.51 -3.02 0.047
Cl -2.20 -3.89 -2.73 0.117
H -0.90 -1.98 -2.25 0.001
C -4.91 -0.09 -1.61 -0.021
Cl -4.79 -1.82 -1.50 0.350
Cl -6.64 0.29 -1.82 0.192
Cl -3.90 0.47 -2.97 0.165
H -4.52 0.33 -0.68 -0.001
```

## Properties
Orbital gap (alpha / beta) = 9.14 / 1.77 eV
Molecular weight = 893.770 g mol⁻¹
Charge = +1
Energy = -10092.9467 a.u.
Spin multiplicity = 2

The following is a quantum chemistry calculation of C11H17Cl2N2O6OsSi as an isolated structure at a distorted geometry, from the OMol25 dataset.

Geometry as XYZ:
```
40
Properties=species:S:1:pos:R:3:lowdin_spin:R:1
Os 7.05 8.14 9.69 0.883
C 5.43 10.06 7.21 0.013
C 6.90 10.20 7.37 0.076
C 7.56 11.04 6.46 0.214
C 8.79 10.53 5.98 0.006
C 9.29 9.37 6.42 0.179
C 8.78 8.72 7.62 -0.016
N 7.72 9.42 8.23 0.062
N 9.34 7.76 8.35 0.401
Si 10.35 6.32 7.83 0.027
C 10.28 4.96 9.11 0.000
C 12.11 7.00 7.84 0.014
C 9.57 5.57 6.28 0.008
H 4.89 9.42 7.89 0.001
H 5.22 9.68 6.21 0.007
H 4.93 11.04 7.25 0.001
H 7.12 11.82 5.89 0.010
H 9.38 11.05 5.17 -0.003
H 10.19 8.93 5.99 0.007
H 9.43 5.07 9.77 0.000
H 11.13 5.00 9.84 0.000
H 10.38 3.88 8.81 0.000
H 12.02 7.83 8.66 0.001
H 12.36 7.48 6.85 0.000
H 12.90 6.31 8.08 0.002
H 9.98 4.52 6.28 0.001
H 9.62 6.16 5.37 0.001
H 8.48 5.45 6.42 0.000
O 4.71 3.48 12.22 0.322
Cl 3.61 3.75 11.23 0.324
O 5.41 8.87 9.79 0.259
O 2.82 2.51 10.88 0.353
O 6.70 6.76 8.52 0.803
Cl 9.14 6.36 13.81 0.000
C 9.66 7.60 12.58 0.001
C 8.65 8.05 11.63 0.008
O 8.32 9.21 11.27 0.027
O 7.82 7.03 11.15 0.007
H 10.46 7.21 11.96 0.000
H 10.10 8.46 13.05 0.000
```

## Properties
Orbital gap (alpha / beta) = 6.55 / 6.43 eV
Molecular weight = 562.487 g mol⁻¹
Charge = +1
Energy above the lowest of the compared OMol25 structures with the same formula, charge and spin = 0.0 kJ/mol
Energy = -2290.2678 a.u.
Spin multiplicity = 5

The following is a quantum chemistry calculation of C11H17Cl2NO2SeZr as an isolated structure at a distorted geometry, from the OMol25 dataset.

Geometry as XYZ:
```
35
Properties=species:S:1:pos:R:3:nbo_charge:R:1
C -0.62 0.73 -2.58 -0.091
C -1.50 -0.41 -2.55 -0.112
C -0.73 -1.55 -2.23 -0.099
C -2.95 -0.37 -2.77 -0.644
C 0.66 -1.14 -2.14 -0.162
C 0.71 0.26 -2.38 -0.160
C 1.94 1.09 -2.39 -0.620
C -1.06 2.13 -2.73 -0.636
C -1.24 -2.90 -1.97 -0.636
C 1.81 -2.04 -1.89 -0.613
Zr 1.17 1.55 1.55 2.206
Cl -3.22 -0.68 0.38 -0.976
Cl -1.08 2.21 1.51 -0.428
O 1.17 -0.27 0.90 -1.023
H -3.32 0.65 -2.73 0.187
H -3.46 -0.93 -1.96 0.259
H -3.20 -0.81 -3.74 0.150
H -1.99 -2.85 -1.17 0.239
H -0.44 -3.58 -1.68 0.175
H -1.73 -3.31 -2.87 0.166
H 1.78 -2.45 -0.87 0.154
H 2.75 -1.51 -2.04 0.184
H 1.78 -2.90 -2.58 0.178
H 2.79 0.51 -2.78 0.176
H 2.21 1.44 -1.39 0.171
H 1.79 1.98 -3.03 0.177
H -1.46 2.50 -1.78 0.192
H -1.85 2.19 -3.49 0.184
H -0.21 2.77 -3.05 0.168
H 1.48 -1.17 1.09 0.509
O 1.93 2.79 0.39 -1.063
H 1.95 3.64 -0.10 0.519
Se 1.15 0.03 6.16 -0.120
C 1.42 0.91 4.70 0.202
N 1.56 1.48 3.64 -0.816
```

## Properties
Orbital gap = 3.04 eV
Molecular weight = 436.352 g mol⁻¹
Charge = -2
Energy above the lowest of the compared OMol25 structures with the same formula, charge and spin = 73.7 kJ/mol
Energy = -4003.5864 a.u.

The following is a quantum chemistry calculation of C11H17ClINO2PPr as an isolated structure at a distorted geometry, from the OMol25 dataset.

Geometry as XYZ:
```
35
Properties=species:S:1:pos:R:3:lowdin_spin:R:1
C 4.72 -5.82 -0.37 0.000
C 4.56 -4.34 -0.30 0.000
H 5.76 -6.08 -0.61 0.000
H 4.05 -6.22 -1.14 0.000
H 4.45 -6.26 0.60 0.000
O 5.43 -3.48 -0.47 0.000
I 2.53 -3.73 0.17 0.000
Pr 0.49 0.42 1.11 2.051
P -0.14 0.63 -1.68 -0.008
C 0.29 2.11 -2.57 -0.002
C 0.69 -0.78 -2.43 -0.001
H -2.21 -0.57 -1.27 0.000
H -2.10 0.23 -2.89 0.000
H -2.47 1.20 -1.41 0.000
C -1.92 0.34 -1.82 0.000
H 0.46 -1.71 -1.89 0.000
H 0.32 -0.82 -3.46 0.000
H -0.03 1.92 -3.59 0.000
H 1.37 2.27 -2.50 0.000
H 1.78 -0.63 -2.41 0.000
H -0.24 2.96 -2.12 0.000
C 1.27 2.65 0.59 -0.006
O 1.68 3.70 0.54 0.000
Cl -0.61 -1.87 0.91 -0.026
C -3.66 2.60 3.26 0.000
C -2.89 1.55 3.78 0.000
C -1.82 1.06 3.03 0.000
N -1.52 1.59 1.80 -0.005
C -2.26 2.62 1.29 0.000
C -3.34 3.13 2.01 0.000
H -4.48 3.00 3.83 0.000
H -3.10 1.12 4.75 0.000
H -1.19 0.25 3.40 0.000
H -1.96 3.00 0.32 0.000
H -3.91 3.95 1.58 0.000
```

## Properties
Orbital gap (alpha / beta) = 5.71 / 5.89 eV
Molecular weight = 529.501 g mol⁻¹
Charge = +2
Energy = -2250.3099 a.u.
Spin multiplicity = 3

The following is a quantum chemistry calculation of a 2-piece molecular cluster, C11H17N2 overall at a distorted geometry, from the OMol25 dataset.

Geometry as XYZ:
```
30
Properties=species:S:1:pos:R:3:lowdin_spin:R:1
C -3.37 -0.31 -1.06 0.070
C -1.28 -1.45 -2.03 0.222
C -1.95 -0.44 -1.28 0.280
C 0.30 -0.04 -1.32 0.039
C -0.88 0.34 -0.68 0.009
C 1.47 0.67 -1.00 0.021
C -1.10 1.59 -0.09 0.080
C 1.30 1.88 -0.32 0.069
C 0.03 2.37 0.04 0.002
N 0.03 -1.19 -2.08 0.142
H -1.62 -2.43 -2.31 0.005
H 0.67 -1.85 -2.50 0.001
H -3.80 0.59 -0.64 0.002
H -3.85 -1.17 -0.54 0.032
H 2.38 0.17 -1.29 0.000
H -2.04 1.86 0.34 0.004
H 2.11 2.60 -0.23 0.002
H -0.01 3.30 0.59 -0.001
H -3.99 -0.57 -1.94 0.018
C 1.30 -1.39 2.64 0.000
C 2.51 -0.99 3.45 0.000
N 0.89 -0.22 1.77 0.003
H 1.37 -2.28 2.03 0.000
H 0.53 -1.60 3.38 0.000
H 2.19 -0.25 4.19 0.000
H 3.33 -0.48 2.93 0.000
H 0.37 -0.45 0.92 -0.001
H 0.43 0.61 2.16 0.000
H 1.80 0.14 1.50 0.001
H 2.90 -1.79 4.03 0.000
```

## Properties
Orbital gap (alpha / beta) = 9.10 / 6.98 eV
Molecular weight = 177.271 g mol⁻¹
Charge = +2
Energy above the lowest of the compared OMol25 structures with the same formula, charge and spin = 101.8 kJ/mol
Energy = -538.2054 a.u.
Spin multiplicity = 2